{"formula": "C25H21Br2Cl24F10NO2", "method": "ωB97M-V with the def2-TZVPD basis set", "lumo_energy_ev": 0.07, "charge": 0, "multiplicity": 1, "energy_ev": -499648.6229, "gap_ev": 10.062, "elements": ["C", "C", "C", "C", "C", "F", "Br", "C", "F", "F", "Br", "C", "O", "O", "C", "C", "C", "C", "C", "N", "C", "C", "C", "F", "F", "C", "F", "F", "C", "F", "F", "F", "H", "H", "H", "H", "H", "H", "H", "H", "H", "H", "H", "H", "H", "C", "Cl", "Cl", "Cl", "H", "C", "Cl", "Cl", "Cl", "H", "C", "Cl", "Cl", "Cl", "H", "C", "Cl", "Cl", "Cl", "H", "C", "Cl", "Cl", "Cl", "H", "C", "Cl", "Cl", "Cl", "H", "C", "Cl", "Cl", "Cl", "H", "C", "Cl", "Cl", "Cl", "H"], "coordinates": [[0.46334, 3.56059, 1.22281], [0.33762, 2.27751, 0.37187], [1.66325, 1.51748, 0.37416], [2.84482, 2.44603, 0.00535], [4.02402, 1.68852, -0.58365], [3.62671, 0.99880, -1.69491], [5.34998, 2.98886, -1.17837], [4.69766, 0.68385, 0.43526], [6.01873, 0.87836, 0.60370], [4.13607, 0.85978, 1.65805], [4.46007, -1.16879, -0.07416], [-0.11015, 2.76995, -1.02896], [0.33503, 3.66596, -1.64051], [-1.21843, 2.11978, -1.44968], [-1.30568, 0.88124, -0.69784], [-0.36264, -0.07223, -1.47400], [0.18641, -1.30426, -1.03026], [1.02904, -2.03447, -1.89861], [1.25265, -1.52259, -3.20374], [0.72494, -0.39221, -3.65205], [-0.04457, 0.31481, -2.82357], [-0.96395, 1.50039, 0.68333], [-1.30039, 0.89613, 2.04573], [-0.83781, 1.79019, 2.96377], [-2.66743, 0.87833, 2.16107], [-0.89431, -0.50233, 2.57997], [-0.91300, -0.44430, 3.92743], [0.34218, -0.84854, 2.20018], [-1.93802, -1.61449, 2.20977], [-1.36312, -2.80581, 2.23718], [-2.44737, -1.41861, 0.99209], [-2.93858, -1.61476, 3.07428], [-0.52022, 3.95580, 1.47540], [1.00501, 3.35848, 2.14627], [0.99343, 4.32349, 0.65567], [1.65819, 0.67935, -0.31484], [1.81799, 1.16460, 1.39166], [2.54922, 3.20591, -0.71614], [3.20022, 2.94921, 0.90532], [-2.32603, 0.50352, -0.73310], [-0.00861, -1.69566, -0.04738], [1.51897, -2.96089, -1.63291], [1.89002, -2.06534, -3.89254], [-0.44555, 1.22930, -3.23713], [-1.68189, 2.32774, 0.72217], [-1.84105, 5.00950, -3.70704], [-1.95321, 3.37382, -4.34217], [-1.54187, 6.17607, -4.99558], [-3.29445, 5.43336, -2.79647], [-0.99971, 5.03091, -3.02559], [-6.13053, -2.27497, 3.56889], [-6.18843, -3.09606, 5.12552], [-7.23145, -3.03986, 2.41609], [-6.48648, -0.55929, 3.73457], [-5.12930, -2.37265, 3.17644], [3.99700, 6.93790, -1.10331], [3.24169, 6.08849, 0.24787], [5.70127, 7.24615, -0.76941], [3.80628, 6.05713, -2.61717], [3.49703, 7.89127, -1.20560], [5.87759, 1.27151, 4.22468], [6.01659, 2.95103, 3.70692], [7.25551, 0.79308, 5.21319], [4.35901, 1.00424, 5.08601], [5.86996, 0.65378, 3.33788], [4.51524, 1.99618, -5.11968], [4.50019, 3.72101, -4.72899], [5.93007, 1.20693, -4.40694], [3.02216, 1.22590, -4.60378], [4.59070, 1.89937, -6.19395], [2.56124, -5.05333, 1.63661], [4.02089, -5.72231, 0.91269], [1.88615, -3.78260, 0.61008], [1.36483, -6.30923, 1.94343], [2.83078, -4.60662, 2.58429], [-6.60020, -6.68460, 2.35896], [-7.50971, -7.44405, 3.66075], [-4.96871, -6.27470, 2.88305], [-6.55780, -7.72184, 0.92958], [-7.10164, -5.76539, 2.09125], [-8.54999, -7.83420, -2.70068], [-9.30658, -6.24974, -2.86619], [-9.70777, -9.02869, -2.11769], [-7.82144, -8.34781, -4.22167], [-7.76166, -7.74836, -1.96497]], "forces_ev_per_a": [[0.1, -0.2, -0.1], [-0.5, 0.7, 0.1], [0.3, 0.4, -0.1], [-0.1, -0.4, 0.4], [0.2, 0.2, -0.1], [0.0, 0.1, 0.3], [-0.1, -0.1, 0.2], [0.1, -0.1, 0.0], [-0.4, 0.0, -0.1], [0.2, 0.0, -0.1], [-0.1, 0.1, 0.1], [-0.5, -1.2, 1.2], [1.0, 1.7, -1.2], [-0.5, -0.3, 0.1], [0.4, -0.1, -0.3], [0.5, -0.6, -0.9], [0.2, 0.4, -1.2], [-0.6, 1.3, -0.9], [-0.2, -0.4, 1.3], [-0.2, 0.0, 0.4], [-0.2, -0.7, 1.1], [0.2, -0.4, -0.1], [0.2, 0.2, 0.1], [-0.1, -0.2, 0.0], [0.1, 0.3, 0.0], [-0.4, 0.0, 0.3], [0.2, 0.0, -0.1], [0.0, 0.0, -0.3], [0.3, 0.2, -0.1], [0.3, -0.3, 0.0], [0.1, 0.0, -0.4], [-0.2, 0.0, 0.3], [0.0, 0.0, 0.0], [0.0, 0.0, 0.0], [0.1, 0.0, 0.0], [-0.1, -0.1, 0.1], [0.0, -0.3, 0.0], [0.0, -0.1, -0.1], [0.0, 0.2, -0.1], [-0.1, 0.2, -0.1], [-0.1, 0.0, 0.2], [-0.2, 0.1, 0.1], [0.0, 0.0, 0.0], [0.0, -0.1, 0.0], [-0.2, -0.2, 0.0], [0.1, 0.0, 0.1], [-0.1, 0.0, -0.2], [0.0, 0.0, 0.0], [0.0, 0.0, 0.0], [0.0, 0.0, 0.0], [0.0, -0.1, 0.1], [0.0, 0.0, 0.0], [-0.1, 0.0, -0.1], [0.0, 0.0, 0.0], [0.0, 0.0, 0.0], [0.1, 0.1, -0.1], [0.0, 0.0, 0.0], [0.0, 0.0, 0.0], [-0.1, 0.1, 0.2], [0.0, 0.0, 0.0], [0.0, 0.0, 0.0], [0.0, 0.0, 0.0], [0.0, 0.0, 0.0], [0.0, 0.0, 0.0], [0.0, 0.0, 0.0], [0.0, 0.0, 0.1], [0.1, -0.1, -0.2], [-0.1, 0.0, -0.1], [0.0, 0.0, -0.2], [0.0, 0.0, 0.0], [0.0, 0.0, 0.0], [0.0, 0.0, 0.0], [0.1, -0.1, 0.3], [0.0, 0.0, 0.0], [0.0, 0.0, 0.0], [0.0, 0.0, 0.0], [0.0, 0.0, 0.0], [0.0, 0.0, 0.0], [0.0, 0.0, 0.0], [0.0, 0.0, 0.0], [0.0, 0.0, 0.0], [0.0, 0.0, 0.0], [0.0, 0.0, 0.0], [0.0, 0.0, 0.0], [0.0, 0.0, 0.0]], "lowdin_charge": [0.00, -0.30, -0.08, -0.18, -0.77, -0.11, 0.83, -0.88, -0.02, 0.00, 0.86, -0.44, 0.17, -0.01, -0.13, -0.09, -0.02, -0.07, -0.14, 0.03, -0.06, -0.06, -0.34, 0.13, 0.12, -0.34, 0.16, 0.15, -0.56, 0.19, 0.18, 0.18, 0.10, 0.10, 0.05, 0.10, 0.12, 0.09, 0.11, 0.16, 0.07, 0.03, 0.11, 0.08, 0.17, -1.56, 0.57, 0.53, 0.52, -0.02, -1.56, 0.54, 0.55, 0.55, -0.02, -1.53, 0.55, 0.53, 0.50, 0.01, -1.57, 0.54, 0.54, 0.53, -0.02, -1.52, 0.49, 0.52, 0.59, 0.01, -1.53, 0.54, 0.57, 0.54, 0.02, -1.57, 0.54, 0.52, 0.53, -0.05, -1.57, 0.52, 0.52, 0.53, -0.02]}



{"formula": "C8H26O7", "method": "ωB97M-V with the def2-TZVPD basis set", "lumo_energy_ev": [2.97, 2.94], "charge": -1, "s_squared": 0.77, "multiplicity": 2, "energy_ev": -23047.3681, "gap_ev": [3.183, 6.233], "elements": ["C", "C", "C", "C", "C", "C", "C", "C", "H", "H", "H", "H", "H", "H", "H", "H", "H", "H", "H", "H", "H", "H", "O", "H", "H", "O", "H", "H", "O", "H", "H", "O", "H", "H", "O", "H", "H", "O", "H", "H", "O"], "coordinates": [[2.18416, 2.42968, 1.00256], [0.81206, 2.03246, 1.44933], [-0.10874, 2.98939, 1.61832], [-0.18144, -0.05628, 0.59072], [0.52291, 0.58373, 1.61689], [1.28097, -0.05598, 2.73974], [-1.74657, -1.70784, -0.23630], [-0.60104, -1.43103, 0.48614], [2.92108, 1.79568, 1.54339], [2.41098, 2.49214, -0.06588], [2.35622, 3.43263, 1.38052], [-1.03961, 2.83402, 2.16046], [-0.06797, 4.06906, 1.55060], [-0.47439, 0.53712, -0.24272], [0.76069, -0.34771, 3.66762], [2.20523, 0.41488, 3.00817], [1.46376, -1.09212, 2.37648], [-2.18148, -0.95304, -0.89521], [-2.27806, -2.69141, -0.30350], [0.03949, -2.10423, 1.04082], [0.45477, 0.14931, -2.07065], [1.72012, -0.06441, -1.24345], [1.12239, -0.52819, -1.84296], [-1.54540, 0.73221, -3.35066], [-1.57319, 1.75328, -2.20571], [-1.15215, 0.92764, -2.49502], [3.68783, -2.18301, -0.22350], [2.64646, -1.46137, -1.12026], [3.02278, -1.49151, -0.24412], [-1.71298, 2.47849, -0.16478], [-2.79951, 3.60142, -0.53122], [-2.15421, 2.97103, -0.87836], [-2.01462, -0.58504, 2.05710], [-3.29313, -0.00593, 2.72165], [-2.46406, 0.23883, 2.30473], [0.93965, -3.78514, -0.71719], [1.13578, -2.55946, -1.61047], [1.60124, -3.32607, -1.24013], [-0.92186, -2.10944, -2.54229], [-2.21557, -2.68349, -1.98831], [-1.70724, -2.59370, -2.82851]], "forces_ev_per_a": [[1.1, 0.4, 1.1], [-0.7, 0.1, -0.8], [-1.2, 0.3, 1.3], [0.5, -1.2, 1.6], [0.3, 0.8, -0.7], [-1.0, -2.7, -0.8], [-1.3, -1.4, -0.5], [0.7, 2.0, 0.8], [-0.3, 0.2, -0.8], [-0.3, -0.6, 0.0], [0.2, 0.4, 0.0], [-0.2, -1.0, -0.4], [1.2, 0.2, -0.6], [-0.6, 0.8, -0.2], [-0.5, 0.9, 0.1], [0.5, 0.3, 0.0], [0.8, 0.4, 0.1], [0.1, 0.1, 0.5], [0.8, 0.7, 0.5], [-0.5, -0.6, 0.2], [0.0, -0.4, 0.0], [-0.4, 0.0, 0.3], [0.4, 0.6, -0.9], [0.0, -0.2, 0.0], [0.0, 0.0, 0.2], [-0.1, 0.3, -0.4], [-0.3, -0.1, -0.3], [0.1, -0.7, -0.2], [1.1, 1.1, 1.0], [-0.3, 0.4, 0.3], [0.4, -0.5, 0.3], [-0.1, 0.1, -0.5], [0.0, 0.1, -0.3], [0.0, -0.2, -0.1], [-0.3, 0.3, 0.5], [-0.1, 0.1, 0.0], [-0.1, 0.0, 0.3], [-0.3, -0.8, -0.7], [-0.2, 0.0, 0.2], [0.9, 0.2, -0.9], [-0.5, -0.4, -0.3]], "lowdin_charge": [-0.07, -0.35, -0.01, -0.17, -0.30, -0.08, -0.15, -0.27, 0.08, 0.08, 0.06, 0.05, 0.04, 0.06, 0.06, 0.05, 0.07, 0.04, 0.03, 0.08, 0.02, 0.04, -0.08, 0.06, 0.02, -0.06, 0.04, -0.02, -0.07, 0.02, 0.05, -0.07, 0.01, 0.02, -0.08, 0.04, 0.00, -0.08, -0.01, -0.01, -0.12]}



{"formula": "C4H8ClNO2S", "method": "ωB97M-V with the def2-TZVPD basis set", "lumo_energy_ev": [-2.19, -1.14], "charge": 0, "multiplicity": 1, "energy_ev": -33216.0438, "gap_ev": [6.429, 7.922], "elements": ["C", "C", "C", "C", "N", "O", "O", "S", "Cl", "H", "H", "H", "H", "H", "H", "H", "H"], "coordinates": [[-0.60898, -0.61034, 1.21819], [0.80722, -0.54619, 0.51624], [-1.14465, 0.71865, 1.54357], [0.03573, -0.93001, -1.70075], [0.81851, -0.08538, -0.73656], [0.33868, 2.32141, -1.96670], [1.79007, 2.04479, -0.01180], [0.51228, 1.74135, -0.63415], [-0.62217, 1.65898, 2.83403], [-1.28636, -1.02352, 0.31139], [-0.56715, -1.26065, 1.98608], [1.36024, 0.06647, 1.14267], [1.09335, -1.60080, 0.56378], [-1.92259, 1.12100, 0.89106], [-1.04962, -0.80773, -1.52493], [0.21223, -0.77954, -2.70108], [0.23321, -2.02848, -1.73106]], "forces_ev_per_a": [[-2.9, 2.1, -4.5], [-0.6, -2.3, 2.1], [0.2, -0.4, -1.5], [-0.8, -0.5, 2.0], [-0.8, 0.2, -4.5], [-0.5, -0.9, 1.0], [-0.5, 0.7, 0.7], [1.2, -0.6, -1.1], [0.0, -0.2, 0.2], [1.1, 0.6, 2.6], [0.2, -2.1, 2.7], [1.7, 0.9, 1.2], [0.4, 0.2, -0.1], [0.2, 0.2, 0.6], [0.3, -0.1, -0.3], [0.6, 1.7, -2.2], [0.2, 0.6, 1.3]], "lowdin_charge": [-0.22, -0.32, -0.57, -0.07, -0.25, -0.40, -0.40, 0.78, 0.72, 0.14, 0.07, 0.08, 0.15, 0.07, 0.08, 0.05, 0.11]}